Model 1:
C2H12NO3 | wB97M-V/def2-TZVPD

HOMO = -14.9 eV
net charge = +1
spin multiplicity = 1
HOMO-LUMO gap = 0.4313 Ha

Structure (XYZ):
```
18
C2H12NO3 wB97M-V/def2-TZVPD
O -1.9363 0.4545 -1.2409
O 3.0394 2.0292 0.0605
O -3.7892 1.0006 1.1117
N 0.8041 -0.1469 -0.0363
C 1.6058 -2.4739 0.2746
C 0.6957 -1.6384 -0.1971
H -2.4552 0.2393 -2.0309
H 1.7448 0.2560 -0.1711
H 3.7080 2.2568 -0.6089
H 0.5923 0.1369 0.9211
H -0.1018 -1.9365 -0.8603
H 2.6355 -2.2587 0.5270
H 2.6943 2.8427 0.4009
H 1.3334 -3.5127 0.1173
H -4.6624 1.3761 1.0985
H -3.6092 0.7694 2.0263
H 0.2494 0.0579 -0.8778
H -2.5487 0.5476 -0.5145
```

=====

Model 2:
C2H12NO3 | wB97M-V/def2-TZVPD

HOMO = -14.7 eV
net charge = +1
spin multiplicity = 1
HOMO-LUMO gap = 0.4227 Ha

Structure (XYZ):
```
18
C2H12NO3 wB97M-V/def2-TZVPD
O -2.1142 1.7275 0.5998
O -0.7700 -2.6437 -1.2269
O 2.9909 -1.1952 -0.6419
N 0.1058 0.1497 -0.4690
C -0.8304 1.9282 1.2486
C 0.2384 0.8790 0.9488
H -1.4959 -3.0114 -1.8183
H -0.0265 0.1894 1.6721
H -0.2064 -0.8619 -0.6015
H -0.4176 0.8216 -0.9511
H -0.9427 1.8289 2.3326
H 1.3433 1.2449 0.9864
H -0.1705 -3.3919 -1.3477
H 3.1115 -2.0315 -1.1449
H -0.5550 2.8898 1.0187
H 2.8053 -1.3714 0.2982
H 1.0578 0.0175 -0.8764
H -2.5447 2.6762 0.6828
```

=====

Relative energies, unit hartree: model 1 0.0000; model 2 0.0110

=====

Model 1:
C2H12NO3 | wB97M-V/def2-TZVPD

HOMO = -14.9 eV
net charge = +1
spin multiplicity = 1
HOMO-LUMO gap = 0.3888 Ha

Structure (XYZ):
```
18
C2H12NO3 wB97M-V/def2-TZVPD
O 0.0873 1.3342 0.1624
O -0.1068 4.0313 0.0538
O 2.1311 -1.5286 2.1889
N -0.6006 -1.0190 -0.9196
C 0.3758 -1.7942 -1.1166
C -1.9969 -1.3857 -0.7114
H -0.2458 -0.0677 -0.6614
H -2.5774 -1.0742 -1.5382
H -2.3702 -0.8112 0.1294
H -2.0509 -2.4621 -0.5857
H 1.3987 -1.4673 -0.9778
H 0.1636 2.2870 -0.0444
H 2.2534 -2.4724 2.0401
H -0.0693 4.6119 0.8247
H -0.1744 4.6715 -0.6651
H 3.0166 -1.2010 2.3774
H 0.4478 1.1223 1.0276
H 0.3181 -2.7747 -1.5839
```

=====

Model 2:
C2H12NO3 | wB97M-V/def2-TZVPD

HOMO = -13.6 eV
net charge = +1
spin multiplicity = 1
HOMO-LUMO gap = 0.3090 Ha

Structure (XYZ):
```
18
C2H12NO3 wB97M-V/def2-TZVPD
O -2.9969 -2.4006 -0.0583
O 3.7868 3.2146 3.0343
O 2.8409 0.0586 -0.0494
N -1.5377 -0.3492 -0.3821
C -1.8153 -0.4146 -1.8659
C -0.4317 0.1861 -0.0314
H -2.9138 -0.6107 -1.9771
H 3.2760 -0.4769 -0.6472
H 0.5400 -0.1150 -0.4888
H 3.7379 3.6237 3.9404
H -2.2253 -1.0937 0.0735
H -3.2314 -2.6752 -0.9191
H -1.1070 -1.2260 -2.2469
H 3.3836 0.7575 0.2145
H -2.7856 -3.2273 0.3914
H -1.5103 0.6610 -2.3057
H -0.3479 0.4205 1.0225
H 3.3378 3.6672 2.2953
```

=====

Model 3:
C2H12NO3 | wB97M-V/def2-TZVPD

HOMO = -14.5 eV
net charge = +1
spin multiplicity = 1
HOMO-LUMO gap = 0.4171 Ha

Structure (XYZ):
```
18
C2H12NO3 wB97M-V/def2-TZVPD
O -0.4657 1.0828 -1.9080
O 1.3442 -2.4949 0.9572
O -2.5536 2.6859 1.4084
N 0.0222 0.0904 0.4134
C 1.4176 -1.8871 -0.3636
C 1.3617 -0.3448 -0.0449
H 2.3869 -2.3407 -0.9265
H -0.5539 0.0990 -0.3734
H -0.8302 1.1371 -2.8021
H 1.1685 -3.3882 0.7755
H -3.3560 3.0957 1.2561
H -2.5589 2.6208 2.3375
H 1.5348 0.0695 -0.9918
H 2.1152 -0.1306 0.7370
H -0.1352 0.9911 0.9486
H -1.0819 1.6747 -1.4864
H 0.5712 -2.2785 -1.0325
H -0.3868 -0.6824 1.0954
```

=====

Relative energies, unit hartree: model 1 0.0000; model 2 0.0816; model 3 0.0205

=====

Model 1:
C2H4N2OS | wB97M-V/def2-TZVPD

HOMO = -9.4 eV
net charge = 0
spin multiplicity = 1
structure (SMILES) = [H]/N=C(/N)C(O)=S
HOMO-LUMO gap = 0.3242 Ha

Structure (XYZ):
```
10
C2H4N2OS wB97M-V/def2-TZVPD
S 1.7422 0.8500 1.2435
O 1.4904 0.6228 -1.2613
N -0.7193 -1.1582 -0.7892
N -1.2394 0.2591 0.9805
C -0.4266 -0.1723 -0.0359
C 0.8798 0.5433 -0.0453
H -0.6429 0.5592 1.8268
H 0.7879 0.4537 -1.9488
H -1.9770 -0.4343 1.2032
H 0.1047 -1.5232 -1.1734
```

=====

Model 2:
C2H4N2OS | wB97M-V/def2-TZVPD

HOMO = -9.0 eV
net charge = 0
spin multiplicity = 1
structure (SMILES) = [H]/N=C\N(O)C=S
HOMO-LUMO gap = 0.3350 Ha

Structure (XYZ):
```
10
C2H4N2OS wB97M-V/def2-TZVPD
S 2.7407 0.0674 0.0970
O 0.1415 1.5192 -0.0846
N 0.1964 0.2209 -0.0275
N -2.1958 -0.0750 0.1930
C -1.0448 -0.5155 -0.1397
C 1.2736 -0.5891 -0.0417
H -0.9002 -1.6365 -0.3419
H 1.1789 -1.6245 0.0341
H -2.4598 0.9031 0.5216
H 1.0694 1.7300 -0.2103
```

=====

Model 3:
C2H4N2OS | wB97M-V/def2-TZVPD

HOMO = -9.0 eV
net charge = 0
spin multiplicity = 1
structure (SMILES) = N/N=C/OC=S
HOMO-LUMO gap = 0.3358 Ha

Structure (XYZ):
```
10
C2H4N2OS wB97M-V/def2-TZVPD
S -1.9752 2.1623 -2.1580
O 0.0274 0.5220 -1.4354
N 0.6357 -0.9916 1.6989
N 0.2080 -0.1152 0.7658
C -1.1853 1.1325 -1.1811
C 0.4406 -0.3864 -0.4592
H 0.9000 -0.2852 2.5514
H 1.5599 -1.3265 1.3822
H 0.9183 -1.3166 -0.8968
H -1.5295 0.6046 -0.2678
```

=====

Model 4:
C2H4N2OS | wB97M-V/def2-TZVPD

HOMO = -9.5 eV
net charge = 0
spin multiplicity = 1
structure (SMILES) = [H]/N=C/N(S)C=O
HOMO-LUMO gap = 0.3565 Ha

Structure (XYZ):
```
10
C2H4N2OS wB97M-V/def2-TZVPD
S -0.7574 -0.9499 -1.7051
O 1.9656 -1.2970 -0.5097
N -1.6876 1.3968 0.1062
N 0.0446 -0.1966 -0.3075
C -0.5749 0.7687 0.4284
C 1.1996 -0.5796 0.1281
H -0.2265 0.7729 1.4709
H 1.6386 -0.0981 1.0553
H 0.2396 -1.8470 -1.5660
H -1.8416 2.0298 0.8993
```

=====

Relative energies, unit hartree: model 1 0.0000; model 2 0.0814; model 3 0.0709; model 4 0.0255